No. 1
Entry from the OMol25 dataset: a 12-piece molecular cluster, C43H108N2O17 overall in a non-equilibrium geometry (wB97M-V/def2-TZVPD).

```
170
Properties=species:S:1:pos:R:3:forces:R:3
C 10.616 18.494 12.931 1.9521 -0.0625 0.8496
C 10.893 18.510 14.464 0.0447 0.4458 -0.6459
C 9.788 17.722 15.098 0.1805 -1.6853 -0.4986
C 12.220 17.822 14.781 -1.0111 -0.3886 -2.2897
C 12.559 17.917 16.181 1.9573 -0.0655 1.7491
C 12.623 19.355 16.598 1.0558 0.6796 0.5221
C 11.382 20.149 16.336 -2.2083 -0.2416 -0.2000
C 10.236 19.765 17.351 0.5648 -0.3246 0.6113
C 11.729 21.614 16.467 0.9048 0.5379 -0.4823
N 10.980 19.921 14.927 1.7715 -0.8077 0.0072
O 9.775 20.566 14.743 -1.7406 -0.5942 1.2539
H 9.591 18.499 12.687 -1.2549 0.1903 -0.2122
H 11.151 19.293 12.431 -0.0058 0.4468 -0.0857
H 11.058 17.582 12.532 -0.1808 -0.2926 -0.0076
H 8.943 18.366 15.174 -0.9738 0.1270 0.2411
H 9.604 16.863 14.413 -0.3078 0.5103 0.4952
H 10.071 17.261 16.044 -0.2841 0.2870 0.0733
H 12.065 16.758 14.512 0.3499 0.3975 -0.2426
H 13.026 18.274 14.188 -0.0759 -0.1991 -0.1957
H 11.926 17.322 16.805 -0.4731 -0.3449 0.4657
H 13.575 17.505 16.278 -0.1869 -0.0517 0.3737
H 13.387 19.839 15.958 0.0407 -0.2095 0.4106
H 12.924 19.516 17.666 -0.1813 -0.2993 -0.8270
H 9.188 20.118 17.141 1.2442 -0.4822 -0.1832
H 10.534 20.206 18.308 -0.1214 0.2526 0.0174
H 10.297 18.675 17.581 -0.5186 0.7735 -0.4516
H 12.370 21.897 15.588 -0.8035 -0.0935 0.5936
H 12.429 21.679 17.317 -0.6657 0.4848 0.0891
H 10.839 22.269 16.537 0.6701 -0.2791 0.1187
H 9.882 21.091 13.985 0.3334 1.1263 -1.5953
C 19.344 12.937 17.146 -0.9171 0.9829 0.2005
C 19.900 13.221 15.742 0.8235 0.2323 0.0166
C 18.994 14.259 15.072 -1.1592 -1.1432 -1.7572
C 21.324 13.798 15.802 -0.4619 -0.0574 2.3375
C 22.351 12.770 16.251 -0.4713 1.2552 -0.2275
C 22.371 11.682 15.246 0.6681 0.5180 -0.6633
C 21.056 10.948 15.117 -0.3286 1.7289 2.1799
C 21.028 10.117 13.888 -0.8081 -0.2450 -0.5615
C 20.813 10.144 16.447 1.3637 -0.2818 -1.6393
N 20.076 12.042 14.878 -1.9180 -0.4857 0.0034
O 18.778 11.434 14.706 0.2389 0.1970 -0.7398
H 19.959 12.276 17.713 0.4145 -0.4976 0.4631
H 19.239 13.878 17.728 0.3880 -0.3130 -0.4109
H 18.303 12.570 17.160 0.4782 -0.2128 -0.4141
H 19.067 15.246 15.506 -0.0154 0.1013 0.5212
H 19.286 14.380 13.993 -0.2414 -0.2442 0.8635
H 17.911 13.890 15.079 1.4507 0.7048 0.0516
H 21.662 14.189 14.861 -0.2179 0.5531 -0.4623
H 21.310 14.532 16.628 -0.0092 0.4041 -0.7968
H 23.282 13.339 16.262 0.2996 -0.4937 0.2812
H 22.095 12.426 17.227 0.1456 -0.1961 0.9458
H 23.254 11.080 15.444 -0.1212 -0.6175 -0.5170
H 22.441 12.273 14.334 0.7028 -0.5815 -0.6929
H 20.951 10.739 13.001 0.6551 0.2739 -0.0575
H 20.102 9.565 13.809 -0.0992 -0.6275 0.3325
H 21.885 9.475 13.890 0.4443 -0.5473 -0.3290
H 19.839 10.267 16.819 -1.4858 -0.1747 0.2371
H 21.470 10.457 17.269 0.0967 -0.3136 -0.4108
H 21.002 9.117 16.102 -0.1080 -0.0271 0.9509
H 18.370 10.978 15.473 0.5170 0.1680 0.3263
C 20.287 15.806 10.716 -2.0135 0.6955 -0.8435
C 19.917 17.099 11.495 -0.1276 0.0945 1.5245
C 21.126 18.021 11.613 0.7315 -1.2396 0.1076
O 18.844 17.886 10.911 -0.1308 -0.1691 0.4108
H 19.402 15.154 10.525 0.4163 0.5000 0.4134
H 21.061 15.159 11.111 0.2143 0.3864 0.4953
H 20.571 16.154 9.729 0.3684 -0.1046 -0.3407
H 19.543 16.830 12.521 0.5298 0.0031 -0.6569
H 21.890 17.547 12.250 -0.1058 0.0845 -0.2242
H 20.925 18.981 12.044 -0.4616 0.5376 0.2667
H 21.558 18.166 10.625 0.0521 0.0998 -0.1168
H 18.647 18.608 11.578 0.1812 -1.0251 -0.8453
C 14.668 8.469 13.425 0.9993 -1.6606 -0.3308
C 13.655 8.767 12.321 0.6410 1.3202 0.4495
C 13.314 7.536 11.500 -1.2059 0.8265 0.4660
O 12.537 9.391 12.966 -0.8110 -1.0466 -2.6287
H 15.605 8.003 13.025 -0.5760 0.5824 0.0527
H 14.290 7.673 14.103 -0.1251 0.6335 -0.1590
H 14.950 9.354 13.998 -0.2144 0.0954 -0.0366
H 14.106 9.537 11.651 -0.1671 -0.4353 0.1957
H 12.540 7.670 10.722 0.4417 0.3027 0.3922
H 12.950 6.786 12.176 -0.1613 -0.6136 0.2904
H 14.219 7.214 11.054 0.8600 -0.5224 -0.6013
H 12.754 9.680 13.825 0.5499 0.5217 1.9160
C 16.628 10.507 20.831 0.6326 0.1264 -0.2270
C 16.836 11.951 20.461 0.3376 -0.0433 0.4698
C 16.238 12.378 19.169 -0.4871 -0.7709 -2.6265
O 16.307 12.715 21.511 -0.0539 -1.1556 1.4669
H 15.605 10.189 20.962 -0.4775 0.0033 -0.5295
H 17.080 10.350 21.795 0.4172 -0.1386 0.3848
H 17.195 9.959 20.079 -0.3254 -0.6039 0.0865
H 17.928 12.084 20.457 0.0060 0.1603 -0.2778
H 16.483 13.417 18.890 0.3343 -0.4359 -0.0075
H 15.148 12.380 19.204 -0.1833 -0.1802 0.3686
H 16.459 11.653 18.281 0.0453 1.3944 1.4832
H 16.114 13.586 21.247 -0.2572 1.6670 -0.6441
C 17.420 12.256 10.133 0.3176 2.2207 -0.7222
C 17.403 11.520 11.423 0.3414 0.0609 0.3687
C 18.154 10.201 11.365 -1.2951 -0.5186 -0.3491
O 18.075 12.378 12.353 -0.2419 -0.2787 0.2090
H 16.816 13.206 10.190 0.6897 -0.7913 0.1478
H 17.029 11.740 9.295 -0.6876 -0.9972 -0.6770
H 18.448 12.530 9.802 -0.4674 -0.1005 0.5847
H 16.355 11.366 11.717 0.0280 -0.0453 0.1758
H 19.177 10.462 11.145 0.4320 -0.3501 -0.4256
H 17.651 9.525 10.609 0.9165 0.6315 0.7137
H 18.134 9.705 12.343 -0.0289 -0.0029 -0.1177
H 18.266 11.861 13.168 0.1055 0.3617 -0.1222
C 15.870 8.637 17.675 2.0422 -0.5822 -0.5864
C 17.222 8.854 16.926 -0.8585 1.4518 0.5168
C 17.754 7.772 16.089 0.4194 -0.5703 -1.8608
O 17.078 10.037 16.100 0.9187 0.5815 1.6909
H 15.520 9.557 18.107 -0.0302 0.3688 0.1578
H 16.140 7.938 18.458 -0.5988 -0.2988 0.3122
H 15.129 8.236 17.003 -0.3317 -0.2611 -0.1774
H 18.020 9.029 17.653 -0.2689 0.8000 0.1686
H 17.035 7.558 15.301 -0.3021 -0.6697 0.0343
H 18.046 6.913 16.658 -0.2262 -0.7292 0.2569
H 18.654 8.053 15.502 -0.3175 0.3139 0.6822
H 16.624 9.837 15.302 -0.7419 -0.5567 -1.0278
O 10.089 14.333 13.050 1.5576 0.1053 -1.3088
C 11.286 14.333 12.197 -1.3594 0.3788 0.7400
C 11.546 12.975 11.600 -0.3438 -0.6025 -1.1200
O 11.629 12.026 12.694 0.1260 0.6494 -0.8030
H 10.342 13.789 13.802 -0.0699 -0.0389 0.5399
H 11.137 15.129 11.478 -0.3647 -0.1973 -0.6576
H 12.174 14.693 12.708 0.1969 -0.3083 0.7501
H 12.453 12.992 10.970 0.1663 0.0412 0.6443
H 10.775 12.661 10.823 0.3423 0.2776 1.3892
H 12.307 11.355 12.532 -0.4032 -0.3482 -0.7204
O 13.965 14.410 15.140 -1.4013 -0.8596 0.8802
C 14.949 13.423 15.270 1.6570 0.1209 0.8615
C 15.335 12.839 13.953 -0.6369 -0.3717 -0.7466
O 15.893 13.779 13.080 0.2531 1.0759 -0.3505
H 14.264 15.241 14.810 0.7968 0.7197 -0.6875
H 15.880 13.793 15.736 -0.2791 0.4578 -0.1231
H 14.641 12.656 15.984 -0.5616 -0.0076 -0.3765
H 14.409 12.483 13.476 0.1788 -0.2343 0.0309
H 16.049 12.032 14.055 0.0279 -0.5468 0.3613
H 16.840 13.602 12.930 -0.0689 -0.5063 -0.0487
O 17.928 19.855 12.907 -0.4650 0.5172 -0.1568
C 16.748 19.595 13.697 1.1381 -1.2518 -0.4778
C 17.168 18.379 14.523 -0.6727 -0.7127 0.4585
O 16.081 17.904 15.330 0.4438 0.3373 -0.2428
H 17.694 20.638 12.406 0.4150 0.2170 -0.3080
H 16.482 20.453 14.278 0.0561 0.4758 0.7692
H 15.906 19.409 13.037 -0.2168 -0.4863 -0.0919
H 17.957 18.655 15.234 -0.0158 -0.0359 -0.4294
H 17.499 17.512 13.876 -0.0264 1.1865 0.3549
H 15.524 17.480 14.678 -0.6739 -0.4068 -0.1955
O 16.235 16.359 10.290 0.3213 0.7952 0.4422
C 15.047 17.162 10.482 0.5337 -1.3175 0.1122
C 14.214 16.537 11.604 -0.0729 -0.4718 -0.1922
O 14.987 16.329 12.792 0.7264 0.0049 -0.3761
H 17.049 16.817 10.630 -0.9560 -0.2169 -0.4728
H 15.272 18.183 10.697 0.4660 0.8120 0.4055
H 14.506 17.183 9.536 -0.2145 -0.2357 0.0050
H 13.840 15.546 11.280 0.1269 0.3722 -0.0719
H 13.325 17.162 11.821 0.5662 -0.2128 0.1827
H 15.712 15.666 12.570 -1.4841 0.8188 0.3631
O 11.179 13.713 15.628 -0.1692 -0.6491 0.4657
C 11.262 12.635 16.547 0.0291 -0.6474 0.6260
C 11.504 11.269 15.885 0.8259 1.5665 -0.1760
O 12.637 11.216 15.050 0.9376 0.3328 -0.9332
H 12.088 13.994 15.491 0.5603 0.3545 -0.3631
H 12.032 12.814 17.344 -0.6136 0.0811 -0.5975
H 10.267 12.493 17.010 0.4336 0.4593 0.1079
H 10.683 11.133 15.231 -1.3661 -0.8701 -0.1904
H 11.697 10.541 16.652 -0.5944 -0.5582 0.3364
H 12.391 11.639 14.185 0.0587 0.1112 1.3085
```
Forces are in eV/Å.

Output
Structure (SMILES): CC1(C)CCCC(C)(C)N1O.CC1(C)CCCC(C)(C)N1O.CC(C)O.CC(C)O.CC(C)O.CC(C)O.CC(C)O.OCCO.OCCO.OCCO.OCCO.OCCO
E_HOMO: -8.15 eV
Net charge: 0
Largest force on an atom: 2.9 eV/A
Orbital gap: 0.3154 hartree
LUMO energy: 0.01603 Ha
Energy above the lowest of the compared OMol25 structures with the same formula, charge and spin: 35.78 kJ/mol
Total energy: -3091.5351 hartree

---

No. 2
Entry from the OMol25 dataset: a 2-piece molecular cluster, C3H8N2OS2 overall in a non-equilibrium geometry (wB97M-V/def2-TZVPD).

```
16
Properties=species:S:1:pos:R:3:forces:R:3
S -3.077 -1.495 0.663 0.2176 0.2808 0.0027
S -2.741 0.448 0.393 0.3707 0.4368 0.0818
C 0.111 -0.326 0.896 1.3326 0.2974 -0.5484
C -0.001 0.664 -0.294 -5.5671 -0.4028 -1.6599
C 1.357 -0.106 0.115 5.7409 -0.5637 1.9957
N 2.292 0.865 0.684 -1.2884 0.2805 0.6357
O 1.854 -0.783 -0.833 -1.9385 -0.1348 0.1935
N -0.414 0.346 -1.630 0.5756 0.8592 0.7767
H -3.469 -1.845 -0.574 0.0963 -0.0777 -0.0811
H -0.174 0.289 1.741 1.0146 -0.0468 0.2948
H -0.229 -1.349 0.998 -0.5453 0.0421 -1.0649
H 0.024 1.705 -0.003 -0.0149 -0.0252 0.0274
H 2.960 1.268 0.042 -0.0444 -0.5477 -0.2228
H 2.734 0.463 1.496 0.0979 0.1638 0.1184
H -1.405 0.194 -1.620 0.0137 -0.1869 -0.6572
H 0.178 -0.338 -2.073 -0.0612 -0.3752 0.1076
```
Forces are in eV/Å.

Output
E_HOMO: -7.87 eV
Net charge: 0
Largest force on an atom: 6.1 eV/A
Orbital gap: 0.1771 hartree
LUMO energy: -0.11227 Ha
Energy above the lowest of the compared OMol25 structures with the same formula, charge and spin: 531.12 kJ/mol
Total energy: -1100.0530 hartree

---

No. 3
Entry from the OMol25 dataset: C4H9N2S as an isolated structure in a non-equilibrium geometry (wB97M-V/def2-TZVPD).

```
16
Properties=species:S:1:pos:R:3:forces:R:3
C -0.637 0.707 0.467 3.5553 -3.4482 1.1868
C 1.260 1.498 -0.735 -0.9399 -2.8981 1.8907
C 0.775 -0.664 0.781 -4.0861 2.3290 -2.4100
C 0.620 -1.818 -0.159 0.1325 0.4038 -0.1054
N -0.131 1.631 -0.291 -1.9718 1.8268 -2.7067
N -1.766 0.619 1.072 -0.0711 -2.8080 2.0860
S 2.026 0.477 0.598 2.0566 1.1321 -0.3261
H 1.269 0.951 -1.664 0.5245 0.6022 -0.6189
H 1.681 2.428 -0.557 1.2543 1.7085 -0.8021
H 0.543 -0.949 1.739 -0.0407 -0.3428 2.5844
H -0.265 -2.409 -0.019 -0.4828 -0.2778 0.7557
H 1.499 -2.445 0.116 -0.4053 0.2037 -1.1583
H 0.451 -1.440 -1.171 1.1440 -0.4251 -0.2495
H -0.675 2.319 -0.969 0.9298 -1.7810 2.3783
H -2.040 -0.015 1.897 1.1481 1.0317 -2.1535
H -2.367 1.336 0.940 -2.7474 2.7432 -0.3515
```
Forces are in eV/Å.

Output
E_HOMO: -13.21 eV
Net charge: +1
Largest force on an atom: 5.3 eV/A
Orbital gap: 0.3635 hartree
LUMO energy: -0.12181 Ha
Energy above the lowest of the compared OMol25 structures with the same formula, charge and spin: 261.76 kJ/mol
Total energy: -665.1926 hartree

---

No. 4
Entry from the OMol25 dataset: a 2-piece molecular cluster, C24H31Cl2N7O2 overall in a non-equilibrium geometry (wB97M-V/def2-TZVPD).

```
66
Properties=species:S:1:pos:R:3:forces:R:3
Cl -0.866 -0.061 -4.332 -0.0784 0.1648 0.1767
C -1.345 0.940 -2.989 -0.2378 0.4761 0.6044
C -2.677 0.971 -2.573 0.1399 0.0950 0.0763
C -3.064 1.786 -1.503 0.6792 0.0996 -0.0515
C -2.117 2.574 -0.823 0.1590 -0.3583 -0.5290
C -2.500 3.512 0.304 -0.5776 -0.4041 0.2702
N -3.713 3.082 1.031 -0.5344 0.4422 -0.3327
C -3.575 2.134 2.157 0.0565 0.6296 -0.4672
C -2.994 2.787 3.396 0.2651 0.2419 0.5682
C -3.199 4.148 3.689 0.3331 -0.5117 0.3167
C -2.663 4.716 4.851 -0.0105 -0.1796 -0.0144
C -1.928 3.934 5.744 -0.2995 -0.3315 -0.6503
Cl -1.279 4.640 7.200 -0.0875 -0.1182 -0.2542
C -1.724 2.581 5.466 -0.1023 0.0688 -0.0439
C -2.253 2.011 4.302 -0.1094 0.7593 0.1343
C -4.955 3.627 0.698 1.5954 -0.1456 -0.1654
N -5.157 4.513 -0.344 1.3671 -0.3189 -0.0146
N -6.396 4.815 -0.367 -1.0398 -1.1182 1.7137
N -6.942 4.116 0.652 -0.0010 0.4484 -0.6070
N -6.056 3.359 1.337 -1.2906 0.4425 -0.1144
C -0.780 2.532 -1.249 -0.5399 -0.3990 -0.3661
C -0.400 1.727 -2.328 -0.0905 0.0309 0.0183
H -3.414 0.368 -3.094 0.0909 0.0758 0.0676
H -4.111 1.808 -1.215 0.1622 0.0113 0.0280
H -1.667 3.577 1.012 -0.1537 -0.0536 0.0577
H -2.629 4.519 -0.105 -0.2629 -0.1493 0.1444
H -4.537 1.680 2.416 -0.0100 0.2598 -0.3167
H -2.924 1.311 1.840 -0.0089 0.1038 -0.0362
H -3.783 4.771 3.019 0.1099 -0.1054 0.0364
H -2.826 5.767 5.068 0.0213 -0.1409 -0.0286
H -1.155 1.974 6.163 -0.0675 0.0728 -0.1022
H -2.088 0.955 4.108 0.0101 0.1051 -0.0169
H -7.937 4.164 0.880 0.6804 -0.0614 -0.1381
H -0.031 3.143 -0.753 -0.0675 -0.0740 -0.0189
H 0.631 1.718 -2.666 -0.1199 -0.0048 0.0434
C 0.673 -2.982 -3.062 0.1785 0.1438 0.4907
C 0.840 -2.459 -1.628 0.2831 -0.3908 -0.1761
C 2.283 -2.064 -1.227 -0.2893 0.2819 -0.3652
C 2.680 -0.762 -1.945 0.3097 -0.4051 0.2517
C 3.301 -3.210 -1.457 -0.3653 -0.2515 0.5870
N 2.877 -4.394 -0.685 -0.1127 2.1574 -0.4521
C 3.315 -5.646 -0.816 0.4685 -1.8119 0.0453
C 4.317 -5.995 -1.899 -0.2717 0.2206 0.1197
O 2.910 -6.512 -0.059 -0.1546 -0.2095 0.2130
C 4.745 -2.781 -1.129 0.5431 0.1126 -1.1148
O 5.426 -2.228 -1.986 -0.3281 -0.0380 0.2695
N 5.242 -3.098 0.075 -0.1575 -0.4287 0.9705
C 6.622 -2.845 0.488 -0.2444 0.1835 -0.3966
H 1.055 -2.259 -3.782 -0.0438 -0.0945 -0.0897
H -0.386 -3.149 -3.258 0.0579 -0.0026 -0.1203
H 1.198 -3.930 -3.185 -0.0131 -0.0417 -0.1167
H 0.188 -1.594 -1.500 0.0777 0.1074 0.1319
H 0.478 -3.228 -0.944 -0.1376 -0.0274 0.0763
H 2.270 -1.842 -0.158 0.0206 -0.0631 0.2123
H 2.825 -0.939 -3.011 0.0457 0.1219 0.0067
H 3.604 -0.364 -1.526 0.0435 0.0010 -0.1927
H 1.904 -0.012 -1.804 -0.1203 -0.0413 -0.0120
H 3.296 -3.455 -2.519 0.1755 0.0403 -0.0538
H 2.164 -4.269 0.015 -0.0127 -0.0551 0.0666
H 3.927 -5.693 -2.869 0.1696 0.1006 -0.1531
H 5.262 -5.494 -1.705 0.1023 0.1286 -0.1644
H 4.475 -7.073 -1.895 -0.0966 0.1535 0.1030
H 4.635 -3.586 0.715 0.0622 -0.0026 -0.0709
H 6.859 -3.413 1.389 -0.2062 0.0354 -0.1122
H 6.761 -1.781 0.684 0.1221 -0.0389 0.0102
H 7.307 -3.142 -0.308 -0.0864 0.0611 0.0483
```
Forces are in eV/Å.

Output
Structure (SMILES): Clc1ccc(CN(Cc2ccc(Cl)cc2)c2nn[nH]n2)cc1.CC[C@H](C)[C@H](NC(C)=O)C(=O)NC
E_HOMO: -8.79 eV
Net charge: 0
Largest force on an atom: 2.3 eV/A
Orbital gap: 0.3380 hartree
LUMO energy: 0.01485 Ha
Energy above the lowest of the compared OMol25 structures with the same formula, charge and spin: 194.17 kJ/mol
Total energy: -2387.3126 hartree

---

No. 5
Entry from the OMol25 dataset: C7H6O as an isolated structure in a non-equilibrium geometry (wB97M-V/def2-TZVPD).

```
14
Properties=species:S:1:pos:R:3:forces:R:3
C -2.128 0.932 -0.298 0.7179 -2.3524 1.5688
C -0.781 0.189 -0.335 -1.1941 -0.2492 -0.5529
C -1.626 0.641 1.129 -0.3055 -0.5471 -1.8946
C -1.264 -1.059 0.077 0.1739 2.7940 0.1602
C -2.579 -0.418 0.402 0.1796 -0.1138 0.5430
C 0.600 -0.435 -0.216 -1.0100 1.2655 1.3443
C 1.350 0.197 0.921 -1.2495 0.2850 -0.5997
O -0.051 -1.684 0.340 -1.6690 0.2073 -0.3660
H -2.653 1.768 -0.779 0.5432 -0.6565 0.3850
H -3.430 -0.829 0.911 -0.5080 0.2643 -0.2638
H 0.863 -0.670 -1.205 1.6640 -0.2864 -0.9451
H 1.581 1.240 0.684 0.2209 -0.1892 -0.0192
H 2.204 -0.388 1.133 0.9968 -0.3513 0.7579
H 0.518 0.223 1.677 1.4398 -0.0702 -0.1180
```
Forces are in eV/Å.

Output
E_HOMO: -9.05 eV
Net charge: 0
Largest force on an atom: 2.9 eV/A
Orbital gap: 0.3626 hartree
LUMO energy: 0.03012 Ha
Energy above the lowest of the compared OMol25 structures with the same formula, charge and spin: 728.63 kJ/mol
Total energy: -345.2477 hartree

---

What is the formula in the second record? C3H8N2OS2

---

Which value of E_HOMO does entry 4 give? -8.79 eV

---

Look up the net charge of the second one. 0